C51H115BrN6O | wB97M-V/def2-TZVPD

Energy above the lowest of the compared OMol25 structures with the same formula, charge and spin ... 77.28 kcal/mol
Spin multiplicity ... 1
Kohn-Sham gap ... 5.972 eV
Net charge ... +4
HOMO energy ... -13.51 eV

Atoms and positions in Å:
H  6.602  3.510  3.664
H  -2.747  -0.933  -6.854
H  -4.888  -2.546  -0.636
C  -7.208  -1.840  5.286
H  1.047  -2.021  2.120
C  -2.650  -4.855  -2.404
C  -5.998  -3.755  4.278
C  7.367  4.041  3.097
H  2.340  -1.184  -4.460
Br  5.168  -1.937  1.491
C  -0.836  8.430  -1.191
H  1.535  -4.518  -0.578
C  0.037  1.805  1.669
H  2.555  4.733  -1.141
C  2.258  5.233  -2.063
N  -6.230  -2.670  3.186
H  -0.441  -6.425  0.357
H  -3.339  -6.188  -5.143
H  1.578  4.576  -2.605
C  1.284  9.188  0.013
H  0.749  -3.754  -4.203
C  -2.578  -3.028  -4.179
H  -1.352  9.380  -1.054
H  2.336  7.319  -1.881
H  -6.777  -0.587  3.574
H  1.973  -1.859  -2.148
H  0.914  6.894  -2.760
H  -0.263  8.518  -2.114
H  -1.002  2.998  -0.677
H  -0.381  -3.641  4.154
C  -5.115  -2.717  2.189
H  1.541  -5.616  2.646
H  2.133  8.773  0.557
H  -1.603  7.735  1.210
H  1.476  10.592  1.773
H  -0.733  1.110  -2.462
H  -0.614  3.987  -3.203
C  -2.303  -1.148  -5.882
H  -2.033  -2.262  2.179
C  1.443  -0.960  -3.882
C  -7.581  -2.979  2.465
H  -6.166  -1.222  1.004
H  -0.741  -6.182  -3.673
H  -2.315  1.107  0.083
H  -8.269  -1.608  5.194
H  0.852  1.885  -2.613
C  1.681  -3.843  0.265
H  2.719  -3.992  0.561
C  -0.770  -3.642  1.054
H  -1.262  -4.366  0.403
H  1.621  -4.145  -2.616
C  7.723  1.400  0.217
H  -4.946  -3.846  4.550
H  -4.084  -2.248  -5.608
C  1.144  0.409  0.110
C  -0.096  2.402  -0.784
H  -7.831  -3.785  5.647
H  0.851  2.917  -0.622
H  0.361  2.838  1.545
H  -3.264  -4.397  -1.628
C  8.003  3.098  2.086
H  -0.673  -2.752  0.433
H  -6.255  -3.474  6.354
H  -6.970  -1.400  6.255
C  -0.177  2.031  -2.286
H  7.824  5.149  4.947
H  -1.565  7.651  -1.414
C  1.161  1.098  2.363
H  -7.290  -3.673  1.677
H  -1.505  -3.177  -4.061
H  0.915  -0.655  0.172
H  -1.384  -0.074  -0.899
H  -4.676  -0.771  -0.564
H  -4.763  -0.582  1.679
H  2.597  1.824  0.953
C  0.726  10.152  1.115
H  8.420  2.188  2.517
H  -1.639  -4.467  -2.276
H  -4.957  -4.348  -4.932
H  0.281  5.905  -0.196
H  9.177  5.029  3.912
H  -0.830  2.480  -4.202
C  -1.477  0.411  0.073
H  8.713  1.831  0.064
H  1.578  9.717  -0.894
H  1.695  6.671  0.346
H  -0.054  7.236  1.864
H  -4.154  -2.764  2.701
C  -1.765  -6.549  -3.742
H  3.212  5.233  -2.591
H  -4.997  -5.466  -3.627
H  -3.018  -2.408  -3.398
H  6.525  3.127  -2.192
H  0.598  -0.694  -4.517
H  -7.877  -1.993  2.108
H  0.807  0.160  2.791
C  0.934  6.745  -0.431
H  5.705  4.000  0.461
H  1.248  -8.164  2.315
H  7.854  1.290  -1.947
H  -5.027  -3.729  -3.197
H  -2.364  -0.434  -5.061
C  6.175  2.634  -1.285
H  1.486  0.516  -0.919
H  0.065  -8.724  0.997
C  0.398  -7.936  1.673
H  -5.207  -3.632  1.604
H  1.587  0.006  -3.400
C  0.447  -6.594  0.966
C  5.739  1.757  1.719
C  2.113  0.881  1.206
H  5.094  2.524  -1.370
N  -3.101  -4.445  -3.804
H  8.799  3.636  1.571
C  1.515  6.602  -1.899
C  7.078  1.379  -1.187
H  5.219  1.282  0.887
H  7.358  4.075  -0.242
C  -3.019  -2.467  -5.528
H  1.592  1.738  3.133
H  -1.665  -0.313  0.865
H  -1.894  -6.813  -1.676
H  -0.087  -5.521  2.762
H  -1.080  10.150  1.972
C  0.965  -2.992  2.609
C  8.305  4.467  4.245
H  2.981  0.222  1.231
H  2.388  -3.476  -4.019
C  -0.950  2.950  -3.226
H  0.124  9.343  3.015
H  -1.980  2.981  -2.870
H  7.066  4.924  2.534
C  -0.555  8.022  1.299
H  1.746  -2.807  -0.069
H  -2.131  -3.999  2.741
C  -2.519  -5.637  -4.683
H  1.842  -3.270  3.194
H  -3.412  -1.875  0.077
N  -0.132  1.240  0.256
H  6.004  0.967  2.421
H  -5.289  -1.224  4.381
N  0.223  8.094  -0.163
C  -1.515  -3.212  2.305
H  6.456  0.484  -1.223
H  8.644  3.559  4.742
C  -0.293  9.397  2.009
C  0.681  -5.483  1.990
N  0.655  -4.016  1.449
N  6.963  2.454  1.071
C  -0.392  -2.903  3.351
H  7.624  0.479  0.791
C  -5.159  -1.522  1.295
H  -1.237  -1.344  -5.999
C  -6.343  -1.397  4.160
C  -4.641  -4.471  -3.896
H  0.244  11.059  0.752
H  -0.530  -1.914  3.789
C  1.465  -3.448  -3.440
H  5.095  2.529  2.140
O  -0.018  -1.977  -2.203
H  -2.680  -3.217  -6.243
H  -0.913  1.731  2.200
C  6.502  3.437  -0.025
H  -8.281  -3.301  3.236
C  -6.858  -3.333  5.457
H  1.211  -6.527  0.192
H  -1.929  -5.136  -5.450
H  -1.617  -7.561  -4.119
H  -6.141  -4.726  3.805
C  -2.524  -6.369  -2.447
H  -0.407  -7.822  2.399
C  -4.482  -1.716  -0.057
C  1.204  -2.063  -2.892
H  -3.494  -6.864  -2.402

***

C51H120N8O6 | wB97M-V/def2-TZVPD

Spin multiplicity ... 1
Kohn-Sham gap ... 8.495 eV
SMILES string ... CCN(CC)CC.CCN(CC)CC.CCN(CC)CC.CCN(CC)CC.CCN(CC)CC.CNC(C)=O.CNC(C)=O.CNC(C)=O.C1CCOC1.C1CCOC1.C1CCOC1
HOMO energy ... -8.07 eV

Atoms and positions in Å:
N  4.034  -3.232  1.549
H  2.951  2.771  -0.711
N  -0.744  -3.910  5.658
C  -5.066  0.910  -6.105
H  -1.840  -1.078  -2.680
H  -1.016  -5.185  4.128
H  -0.515  2.355  4.223
H  -1.002  3.376  1.325
H  -4.352  -2.724  -3.926
H  -3.865  -1.890  -6.860
C  0.978  5.701  -3.662
H  -3.277  -3.535  -1.363
H  -1.053  0.741  -4.139
O  1.164  0.764  5.609
C  3.744  2.830  0.035
H  3.761  1.384  -3.227
H  -4.518  -1.603  2.275
H  -4.351  1.444  -6.730
C  5.230  -0.870  -3.817
H  -5.862  1.561  -5.744
C  -3.250  2.611  -0.189
C  -3.341  4.150  -0.030
H  1.557  4.083  0.811
O  -5.483  -0.474  -0.159
C  5.094  -0.030  -2.579
H  -2.651  2.378  -1.070
C  -3.279  -5.608  -0.776
H  1.358  -5.937  7.520
H  -5.142  -0.379  -4.328
H  -2.596  -1.200  0.265
H  -1.324  -0.552  -6.147
H  3.572  -4.521  -0.050
N  3.668  4.160  0.685
H  2.359  -4.465  1.206
H  -1.384  4.391  3.511
C  -0.209  -2.574  6.048
N  -3.253  -0.578  -5.197
H  5.369  -0.271  -4.717
H  -0.670  -4.718  7.446
H  -1.216  -3.737  -2.554
H  2.792  1.507  1.666
H  2.345  6.436  1.682
C  5.162  -2.690  0.731
N  -2.046  4.840  0.182
H  3.573  -1.791  -4.926
H  -0.658  1.700  -5.525
H  0.965  -0.625  -1.395
H  -0.648  7.120  1.187
H  -2.798  6.549  -0.847
H  -2.612  0.315  -2.062
H  1.936  -2.046  0.539
H  -0.891  -3.731  2.240
H  -5.828  -2.079  -2.037
H  3.610  6.194  0.206
H  -7.339  -2.698  -1.724
C  3.700  0.455  -2.660
H  2.880  -2.280  -0.840
H  3.220  0.672  -1.706
H  -3.999  4.552  0.740
C  -1.957  -5.751  -2.726
H  -6.578  -3.313  0.626
C  -5.520  -1.247  2.034
C  3.047  -3.848  0.628
H  1.743  -5.734  5.886
H  4.991  -0.825  1.942
H  -0.601  -2.319  3.289
C  -2.158  0.117  -5.930
H  0.866  -2.600  5.871
C  3.711  5.240  -0.312
H  5.811  5.877  -0.552
H  -5.996  -3.807  -1.528
C  4.503  -4.213  2.555
C  0.662  0.586  4.469
H  -3.095  6.622  0.828
C  -0.722  -0.538  -0.039
H  -0.083  0.757  -1.835
H  -2.439  0.420  -6.939
C  1.257  -5.214  6.711
C  -1.957  4.809  2.684
C  2.257  -2.837  -0.140
H  4.844  -2.245  -0.212
H  3.287  -0.370  3.429
H  2.688  -5.072  2.975
H  -0.629  -1.866  5.334
H  0.068  -2.497  8.272
H  2.502  -1.180  4.699
H  -4.362  -5.567  -0.884
H  1.440  -3.288  -0.702
C  -0.661  1.281  4.116
C  -2.579  -4.256  -0.937
H  5.929  -3.434  0.518
H  -3.443  -1.195  -2.024
H  -4.556  -3.748  -5.334
H  5.141  -0.663  -1.693
C  -2.350  6.281  0.110
C  -4.533  -2.711  -5.000
H  -2.085  -3.181  3.317
C  -1.451  -4.558  -1.877
H  -2.054  5.891  2.771
H  -3.854  4.587  -0.886
N  -6.223  -2.558  0.057
H  -0.338  4.881  1.428
H  -2.138  1.987  -4.710
C  -2.465  -0.745  -1.852
H  -1.101  -6.340  -3.057
H  4.902  6.025  -1.906
H  0.725  -0.248  2.605
H  1.023  6.345  -2.784
H  3.795  -5.276  4.359
H  1.531  5.515  3.011
H  2.848  5.150  -0.972
H  -2.606  -5.449  -3.548
H  -2.627  -2.515  -5.847
C  2.362  5.542  2.306
H  -2.994  4.475  2.674
H  4.839  -5.132  2.075
C  2.206  4.870  -3.757
H  6.430  -1.808  2.386
H  -2.236  -3.876  0.025
H  -1.585  -2.458  7.799
C  -6.315  -2.779  -1.358
H  6.144  -1.444  -3.665
H  0.964  0.710  -0.394
C  3.663  1.652  1.027
C  3.873  -1.531  -3.911
C  2.385  -0.944  3.642
C  -1.483  1.180  -5.039
H  -5.555  -2.336  -4.951
H  4.494  1.802  1.717
H  -4.203  2.151  -0.451
C  -0.262  -4.979  6.470
C  2.394  4.236  1.492
H  -1.064  0.969  3.153
O  -2.598  -6.457  -1.730
C  -0.108  4.675  -3.369
H  3.023  -3.745  4.132
C  -1.033  7.147  0.168
C  -1.322  4.417  1.356
H  6.482  -0.825  1.025
H  -4.175  0.941  -4.078
H  -1.233  8.163  -0.172
C  -0.450  -4.265  4.275
H  3.792  -2.444  -3.320
H  -1.321  1.016  4.942
H  -0.455  4.215  -4.294
H  -0.726  -5.929  6.205
H  -2.818  2.126  0.686
H  -0.250  6.839  -0.524
H  1.824  -4.323  6.983
H  2.235  -1.820  3.010
H  0.709  6.285  -4.542
C  0.593  3.674  -2.500
H  -5.536  0.096  -6.657
C  3.449  -4.588  3.588
C  -0.596  -2.119  7.494
H  -5.627  -0.201  2.320
H  0.590  3.981  -1.454
C  -3.551  -1.939  -5.817
H  -3.021  -6.078  0.173
H  4.695  2.717  -0.486
H  2.355  3.437  2.232
H  0.135  2.688  -2.425
H  5.311  4.410  -1.658
C  0.280  0.134  -1.018
H  2.528  4.694  -4.784
N  1.198  -0.161  3.493
O  2.999  -0.461  -3.420
H  -6.185  -1.840  2.662
O  -0.444  -0.615  1.137
H  3.314  5.660  2.823
H  -0.523  -4.783  -1.353
C  -4.439  0.248  -4.876
H  3.040  5.440  -3.348
H  3.859  0.736  0.470
C  5.057  5.310  -1.098
H  0.602  -4.503  4.118
C  -5.724  -1.390  0.570
H  -0.933  5.209  -2.897
H  5.865  0.738  -2.644
H  5.386  -3.847  3.078
N  -1.950  -0.891  -0.447
C  -1.007  -3.329  3.247
O  1.971  3.669  -3.033
H  -0.473  -1.048  7.657
C  5.791  -1.466  1.572

***

no.,E_LUMO (eV),electronic energy (eV),maximum force (Eh/bohr)
1,-7.538,-135744.007,0.0584
2,0.430,-79035.668,0.0592